(1)
Molecular formula: C11H20Br10Cl4
Method: DFT, ωB97M-V/def2-TZVPD

Values from the calculation:
E ... -762245.47223 eV
Net charge ... 0
Frontier orbital gap ... 10.2737 eV
Maximum force ... 3.77 eV Å⁻¹
E_HOMO ... -0.3685 Eh

Each line ends with the Löwdin charge.
Cartesian coordinates (Å):
1 C 1.680 1.280 4.103  -2.07
2 Cl 1.296 2.957 4.418  0.54
3 Cl 0.467 0.246 4.763  0.54
4 Cl 1.948 0.952 2.401  0.50
5 Cl 3.255 0.919 4.909  0.49
6 Br 2.142 -1.069 -4.359  0.66
7 C 2.480 0.125 -2.902  -0.77
8 C 3.932 0.290 -2.857  -0.73
9 Br 4.916 -1.284 -2.174  0.58
10 H 2.142 -0.234 -1.914  0.03
11 H 2.026 1.133 -3.229  -0.03
12 H 4.215 0.979 -2.131  0.01
13 H 4.410 0.578 -3.887  0.10
14 Br 0.602 4.185 0.391  0.71
15 C 1.682 3.825 -1.112  -0.76
16 C 0.772 3.673 -2.322  -0.65
17 Br 1.955 3.440 -3.891  0.68
18 H 2.232 2.856 -1.047  0.06
19 H 2.432 4.613 -1.207  0.06
20 H 0.185 4.585 -2.527  0.06
21 H 0.163 2.782 -2.280  -0.03
22 Br -4.609 -1.814 1.345  0.64
23 C -4.611 -1.264 3.187  -0.73
24 C -4.059 -2.386 4.057  -0.69
25 Br -3.928 -1.843 5.943  0.59
26 H -5.648 -1.039 3.459  0.06
27 H -4.027 -0.278 3.119  0.00
28 H -3.092 -2.742 3.749  0.04
29 H -4.714 -3.248 4.088  0.05
30 Br 1.478 -2.203 0.207  0.64
31 C 1.166 -3.365 -1.263  -0.69
32 C -0.334 -3.288 -1.665  -0.69
33 Br -1.365 -4.143 -0.268  0.61
34 H 1.435 -4.240 -0.777  0.00
35 H 1.815 -2.933 -2.084  0.03
36 H -0.486 -3.885 -2.662  0.10
37 H -0.804 -2.288 -1.776  0.00
38 Br -1.498 0.563 -2.405  0.73
39 C -2.045 -0.028 -0.672  -0.67
40 C -1.271 0.942 0.265  -0.76
41 Br -1.744 0.729 2.087  0.70
42 H -1.754 -1.041 -0.612  -0.01
43 H -3.107 0.127 -0.654  0.03
44 H -1.538 1.979 0.042  0.02
45 H -0.194 0.856 0.144  0.02

(2)
Molecular formula: C11H20CeCl2N2O2PSe
Method: DFT, ωB97M-V/def2-TZVPD

Values from the calculation:
E ... -131403.53288 eV
Net charge ... +2
ΔE to the lowest compared entry with this formula, charge and spin ... 0.0 kcal/mol
<S²> ... 0.751
Multiplicity ... 2
Frontier orbital gap (spin up / spin down) ... 7.1495 / 7.2144 eV
Maximum force ... 5.35 eV Å⁻¹
E_HOMO (spin up / spin down) ... -0.5273 / -0.5282 Eh

Each line ends with the Löwdin charge.
Cartesian coordinates (Å):
1 C -0.159 -3.961 -3.911  -0.02
2 C 0.239 -3.026 -2.836  -0.69
3 H -1.258 -4.049 -3.975  0.12
4 H 0.277 -4.955 -3.694  0.12
5 H 0.244 -3.601 -4.881  0.13
6 O -0.511 -2.247 -2.207  -0.13
7 Cl 1.988 -3.053 -2.428  0.78
8 Ce 0.774 -0.847 -0.555  0.31
9 P 0.058 1.645 -1.693  0.68
10 C -1.334 2.821 -1.700  -0.22
11 C 1.431 2.832 -1.889  -0.24
12 H 0.709 0.137 -3.519  0.05
13 H 0.171 1.770 -4.053  0.07
14 H -1.041 0.528 -3.569  0.07
15 C -0.039 0.936 -3.367  -0.23
16 H 2.379 2.288 -1.916  0.01
17 H 1.296 3.395 -2.817  0.07
18 H -1.141 3.575 -2.480  0.07
19 H -1.410 3.323 -0.724  0.07
20 H 1.457 3.523 -1.039  0.07
21 H -2.287 2.314 -1.903  0.06
22 C -1.595 -0.043 -0.157  -0.14
23 O -2.671 0.273 0.119  0.17
24 Cl 3.188 -0.166 -1.082  0.08
25 C -1.240 1.919 3.823  -0.01
26 N -0.353 0.791 4.026  -0.11
27 C -0.359 -0.030 5.147  0.00
28 C 0.681 -0.888 5.010  0.00
29 N 1.305 -0.601 3.808  -0.12
30 C 2.539 -1.199 3.321  -0.01
31 C 0.637 0.403 3.167  -0.60
32 Se 1.070 1.196 1.535  0.77
33 H -2.262 1.594 3.579  0.11
34 H -0.859 2.533 3.005  0.06
35 H -1.269 2.528 4.732  0.11
36 H -1.099 0.083 5.917  0.14
37 H 1.031 -1.683 5.642  0.14
38 H 3.278 -1.237 4.133  0.12
39 H 2.365 -2.216 2.936  0.11
40 H 2.930 -0.574 2.509  0.06

(3)
Molecular formula: C11H20Cl
Method: DFT, ωB97M-V/def2-TZVPD

Values from the calculation:
E ... -24253.18705 eV
Net charge ... 0
ΔE to the lowest compared entry with this formula, charge and spin ... 0.0 kcal/mol
<S²> ... 0.753
Multiplicity ... 2
Frontier orbital gap (spin up / spin down) ... 11.1047 / 6.3519 eV
Maximum force ... 0.67 eV Å⁻¹
E_HOMO (spin up / spin down) ... -0.3732 / -0.3731 Eh

Each line ends with the Löwdin charge.
Cartesian coordinates (Å):
1 Cl 3.091 -0.632 3.657  0.10
2 H -2.518 -0.318 1.969  0.11
3 C -2.141 -0.332 0.933  -0.19
4 C -2.255 1.073 0.332  -0.19
5 C -1.533 1.215 -1.011  -0.16
6 C -0.085 0.690 -0.918  -0.28
7 C 0.759 1.616 -0.038  -0.16
8 C 2.195 1.120 0.047  -0.19
9 C 2.278 -0.311 0.542  -0.25
10 C 1.424 -1.249 -0.293  -0.14
11 C -0.034 -0.768 -0.429  -0.47
12 C -0.712 -0.869 0.955  -0.14
13 C -0.761 -1.653 -1.453  -0.04
14 H -2.777 -1.025 0.363  0.11
15 H -3.317 1.326 0.207  0.11
16 H -1.819 1.795 1.037  0.11
17 H -2.086 0.672 -1.792  0.11
18 H -1.509 2.277 -1.299  0.12
19 H 0.354 0.692 -1.928  0.15
20 H 0.750 2.631 -0.466  0.12
21 H 0.300 1.684 0.958  0.11
22 H 2.675 1.178 -0.940  0.12
23 H 2.763 1.768 0.720  0.11
24 H 3.321 -0.651 0.552  0.11
25 H 1.993 -0.378 1.610  0.00
26 H 1.872 -1.358 -1.296  0.13
27 H 1.416 -2.248 0.175  0.13
28 H -0.114 -0.358 1.725  0.11
29 H -0.728 -1.931 1.249  0.12
30 H -0.745 -2.707 -1.148  0.09
31 H -1.802 -1.353 -1.598  0.07
32 H -0.253 -1.596 -2.424  0.09